one | DFT (ωB97M-V with the def2-TZVPD basis set) results for 2 unconnected molecules or ions with the total composition C4H14N4.

XYZ file:
```
22
Properties=species:S:1:pos:R:3:mulliken_charge:R:1
C 0.40653 0.82979 1.14570 -0.09
C 0.98824 0.30943 -1.25560 -1.04
N 0.29842 -0.15732 -0.03643 -0.33
N 1.81035 0.86934 1.48780 -0.55
N -0.06229 2.14942 0.90745 -0.65
H 0.68571 -1.19291 0.48077 -0.09
H -0.23050 0.34858 1.89249 0.34
H 1.97420 1.64958 2.11168 0.24
H 2.08704 0.01451 1.95879 0.28
H -1.05010 2.12641 0.68164 0.33
H 0.46356 2.62601 0.18446 0.25
H 1.94341 0.73552 -0.95929 0.43
H 1.16720 -0.53227 -1.92089 0.34
H 0.39032 1.06091 -1.76974 0.37
C -1.20382 -1.75726 -1.26721 -1.42
C -1.07680 -0.65617 -0.24343 0.23
N -2.02880 0.08268 0.17087 -0.53
H -2.93797 -0.31388 -0.05330 0.28
H 0.12100 -2.08899 1.05219 0.42
H -0.33431 -2.41010 -1.26924 0.38
H -1.33854 -1.32429 -2.26549 0.31
H -2.07285 -2.36896 -1.03322 0.50
```

The multiplicity is 1. As for the LUMO energy: 0.8 eV.

two | DFT (ωB97M-V with the def2-TZVPD basis set) results for 2 unconnected molecules or ions with the total composition C4H14N4.

XYZ file:
```
22
Properties=species:S:1:pos:R:3:mulliken_charge:R:1
C -0.98770 -1.26514 1.79657 -1.33
C -1.10828 -1.68803 0.33734 0.20
N -0.98137 -0.49786 -0.52628 -0.51
N -0.09383 -2.67068 0.02985 -0.68
H -0.01276 -0.80879 1.96076 0.26
H -1.75342 -0.53407 2.05318 0.34
H -1.08527 -2.13996 2.43595 0.38
H -2.08799 -2.15833 0.17352 0.39
H -1.16491 -0.68840 -1.50661 0.22
H -1.36026 0.37657 -0.14519 0.27
H 0.81965 -2.23774 0.11432 0.29
H -0.18441 -3.00623 -0.92233 0.25
C 1.62938 0.35548 -1.33307 -0.55
N 1.00346 0.33129 -0.21682 -0.20
N 0.29318 1.70870 0.33440 -0.29
C 0.59568 2.90268 -0.40175 -0.87
H 1.34175 0.92265 -2.21666 0.37
H 2.49836 -0.28532 -1.40826 0.27
H 0.60166 1.74542 1.29767 0.24
H 0.48191 3.78956 0.22740 0.33
H 1.62288 2.86058 -0.81709 0.33
H -0.06772 2.98761 -1.26689 0.27
```

Its structure (SMILES) is CC(N)N.C=NNC. The multiplicity is 1. As for the LUMO energy: 1.1 eV.

Preferred: one; penalty for the next structure: 54.3 kJ/mol.